1.
{"formula": "C26H56NO16P", "method": "ωB97M-V/def2-TZVPD", "symbols": ["N", "H", "H", "H", "H", "P", "O", "O", "O", "O", "O", "C", "O", "C", "C", "C", "H", "H", "H", "H", "H", "H", "H", "H", "O", "C", "O", "C", "C", "C", "H", "H", "H", "H", "H", "H", "H", "H", "O", "C", "O", "C", "C", "C", "H", "H", "H", "H", "H", "H", "H", "H", "O", "C", "O", "C", "C", "C", "H", "H", "H", "H", "H", "H", "H", "H", "O", "C", "O", "C", "C", "C", "H", "H", "H", "H", "H", "H", "H", "H", "C", "C", "O", "C", "H", "H", "H", "H", "H", "H", "C", "C", "O", "C", "H", "H", "H", "H", "H", "H"], "xyz": [[-0.04447, 0.56598, 0.58572], [0.44353, 0.14498, 1.30472], [-0.98147, 0.60998, 1.05372], [-0.21047, 0.03598, -0.29328], [0.28153, 1.50198, 0.49872], [-0.78347, 1.83798, 3.40072], [-1.02547, 2.43298, 4.70672], [0.71453, 1.46998, 3.28772], [-1.18447, 2.64298, 2.28872], [-1.35547, 0.44598, 3.31172], [-0.32647, -2.60802, -4.29328], [-1.21747, -2.88202, -3.34728], [-1.67947, -4.06302, -3.08928], [-1.13047, -5.23702, -3.82328], [-1.80147, -6.52102, -3.22428], [-1.88347, -1.63102, -2.62228], [-0.16347, -5.20702, -3.74128], [-1.42547, -5.04002, -4.83328], [-2.84547, -6.39602, -3.11928], [-1.45347, -6.60502, -2.32928], [-1.44047, -7.41402, -3.87928], [-1.11547, -1.22902, -2.01028], [-2.73147, -2.02202, -2.02028], [-2.25847, -0.87602, -3.46928], [0.85253, 7.52398, 2.39572], [0.82553, 6.29498, 2.58272], [1.95353, 5.55698, 2.43672], [1.86953, 4.11698, 2.33672], [2.89153, 3.59498, 1.34272], [-0.42347, 5.67398, 2.97572], [0.98353, 3.61698, 2.26372], [2.34753, 3.79898, 3.25972], [4.04853, 3.82398, 1.72972], [2.70853, 3.91598, 0.30772], [2.88253, 2.52598, 1.48972], [-0.06047, 4.84798, 3.62272], [-0.94147, 5.12798, 2.10572], [-1.18947, 6.33998, 3.54672], [1.04653, -1.06102, 5.29172], [0.80753, -1.44002, 4.08572], [0.66353, -2.79702, 3.67872], [0.86553, -3.76702, 4.67272], [1.46853, -4.96602, 4.04272], [0.69853, -0.45002, 2.91172], [-0.03247, -4.03902, 5.05972], [1.58353, -3.48702, 5.53972], [2.42953, -4.95102, 3.48972], [0.66553, -5.35302, 3.19372], [1.51953, -5.73802, 4.79172], [1.16053, -0.58802, 1.93072], [1.13753, 0.38498, 3.35972], [-0.20547, -0.13502, 2.70972], [2.40053, -0.69702, -0.94628], [3.47253, -0.30402, -1.31828], [3.64553, 0.52398, -2.42628], [2.59053, 1.16998, -2.98428], [2.82753, 1.41098, -4.55628], [4.82853, -0.94202, -0.90428], [2.26853, 2.11498, -2.53428], [1.63353, 0.59198, -2.90928], [2.65453, 0.40498, -5.11628], [3.84253, 1.76798, -4.81828], [2.26253, 2.05098, -4.99028], [4.95053, -0.66902, 0.16372], [5.55553, -1.00102, -1.58128], [4.64853, -2.13102, -0.82528], [-2.47247, -1.17002, -0.43628], [-3.47447, -0.36402, -0.28028], [-4.23347, 0.33298, -1.16728], [-3.87647, 0.25098, -2.55928], [-4.66147, 1.43298, -3.19528], [-3.87147, 0.12698, 1.12972], [-3.94847, -0.74402, -3.02128], [-2.68447, 0.48198, -2.90028], [-4.52447, 2.39398, -2.57528], [-5.69447, 1.27198, -3.18328], [-4.36447, 1.72498, -4.27828], [-3.54447, 1.04098, 1.50172], [-3.55047, -0.79002, 1.84372], [-4.94847, 0.08498, 1.36672], [2.74253, -2.65302, 0.11672], [1.53253, -3.48202, -0.56928], [1.74953, -4.33402, -1.47228], [0.09953, -3.45502, 0.11572], [2.50653, -1.76602, 0.22872], [3.65953, -2.83102, -0.46728], [2.73253, -3.07102, 1.26572], [-0.43647, -2.61202, -0.28928], [0.08753, -3.21802, 1.21872], [-0.56947, -4.17802, -0.36728], [-2.54947, 3.84598, -0.47328], [-1.22947, 3.33898, -1.09928], [-1.02647, 2.07398, -1.48928], [-0.01447, 4.26998, -1.09328], [-3.27747, 3.09498, -0.47028], [-2.89147, 4.72398, -0.98328], [-2.35147, 4.06198, 0.54972], [0.76053, 4.00198, -1.68328], [0.25353, 4.15798, 0.01672], [-0.44847, 5.33398, -1.05028]], "atomic_forces_ev_per_a": [[-3.9015, 0.5462, -2.8611], [1.6219, -1.3901, 1.3352], [0.2942, 0.6297, 0.1534], [0.8073, 0.6750, 0.8408], [-0.0082, 0.9475, -0.3402], [1.9550, -3.0255, 4.6580], [-1.0316, 2.3696, 3.5137], [1.9052, 9.9162, -0.3085], [-2.0305, 4.5704, -7.1087], [-4.7645, -1.3530, -0.5334], [-3.7316, -2.0456, 4.2137], [3.4906, 4.3613, -4.7978], [-0.1234, -1.4029, 0.5736], [-6.3816, 0.2429, 0.3672], [0.7532, 0.8091, -6.4833], [-0.3588, -3.1318, -4.2165], [5.5434, -0.0149, 0.5864], [-0.0359, -0.2035, -0.7503], [-1.2299, -0.1196, -0.5291], [2.3586, -0.9324, 5.6321], [-1.0257, 1.4353, 1.1859], [0.4068, 0.5795, 0.1426], [0.9816, 0.3982, -1.1558], [1.8503, -2.5984, 1.7443], [0.9915, -1.6748, 0.2061], [0.3576, 3.2784, -1.0517], [-1.4480, 0.9082, -0.8054], [4.6996, 0.5974, 1.3470], [2.5987, 0.8319, 0.9382], [-1.8408, -2.0273, 0.8347], [-3.0293, -0.6918, -0.2558], [-0.7523, -0.3343, 0.4576], [-2.9424, 0.0273, -1.3137], [0.3751, -0.2042, 0.1767], [-0.4026, -0.5664, -0.4284], [-1.2640, -0.0061, 0.0614], [0.7595, 0.6580, 1.3577], [1.7356, -0.9934, -1.2592], [-1.0875, -2.7530, -4.8401], [0.4371, 2.2310, 1.0520], [0.6623, 1.2509, 1.2746], [4.1636, 0.9587, 0.2705], [-1.9188, -2.2269, -3.2243], [6.3617, -12.3746, 0.4920], [-2.7504, -0.7003, 1.4944], [-1.3338, 0.3822, -1.3692], [-0.4220, 0.6987, 0.5888], [1.9426, 0.6891, 1.9570], [0.1107, -0.6037, 0.2560], [1.8498, -2.5320, 0.8126], [1.7783, 0.8915, 1.2137], [-4.5564, 0.3810, -0.0106], [0.1197, 3.9533, -1.9621], [0.6504, -1.2347, -2.3717], [1.9498, -0.8791, 2.0244], [-3.5512, 0.8628, -3.0664], [4.1686, -6.1916, 2.8101], [-4.4854, -2.4138, 3.2985], [0.8623, 0.1165, 0.4158], [0.8625, 0.0061, -0.0172], [0.4727, 1.5979, 1.0044], [-0.1589, -0.4419, 0.5676], [-4.4393, 4.3623, -2.2523], [0.8431, 0.0410, -0.8101], [3.2659, 1.4274, -2.4693], [0.6504, 3.4497, -0.3166], [-5.5621, 4.4625, 1.9013], [3.2248, -0.5609, 2.5312], [1.8360, -1.7565, -1.0042], [2.3247, 2.8188, -2.2304], [1.8041, 1.4826, -0.5674], [-0.8926, -5.8568, 1.2345], [-1.2279, 0.5138, 0.5273], [-3.3083, 0.1442, 2.2626], [0.1792, -1.5677, -0.7855], [-1.7422, -0.4453, -0.0761], [-0.2503, -0.8417, 1.7757], [1.4675, 1.5890, 0.3339], [0.0596, 2.6070, -1.3582], [-0.0243, 0.2873, -0.9881], [-0.6030, -12.3390, 1.9391], [0.5810, -2.2434, 0.2910], [-0.4570, 2.6715, 2.0812], [1.1248, 1.1833, -0.8178], [-1.7889, 6.9899, 1.7244], [-1.5782, -0.7729, 1.0450], [0.4694, 0.3775, -2.7056], [0.1386, 1.1788, -0.1270], [0.1126, -0.8930, -1.0067], [0.5677, -0.8375, 0.9006], [2.1763, -0.4141, -1.1804], [1.3471, -5.3446, -1.2578], [-1.5261, 6.1752, 1.5524], [-4.8330, 1.5679, 4.5469], [-1.0438, -1.2295, -0.2294], [-0.1705, 0.5935, -0.3420], [0.4416, 0.2308, 1.1102], [2.2197, -0.5226, -2.0619], [0.0809, -0.0068, -1.1986], [1.2219, -1.2559, -0.7703]], "mulliken_charge": [1.366, 0.116, -0.018, -0.156, -0.057, 0.485, -1.043, -0.477, -0.180, -0.726, -0.738, 0.210, -0.267, -0.466, -1.239, 0.307, 0.437, 0.395, 0.348, 0.415, 0.303, -0.674, 0.293, 0.614, -0.707, 0.615, -0.406, 0.716, -1.099, -0.099, -0.556, 0.345, 0.277, 0.268, 0.232, 0.231, -0.247, 0.265, -0.696, -0.089, -0.033, -0.297, -1.048, -0.179, 0.328, 0.253, 0.260, 0.115, 0.440, 0.170, 0.286, -0.692, -0.498, 0.734, -0.430, 0.658, -1.478, -1.204, -0.124, -0.010, 0.259, 0.309, 0.555, 0.357, 0.492, 0.293, -0.427, 0.769, -0.297, 0.142, -1.367, -1.189, 0.715, -0.133, 0.215, 0.419, 0.303, 0.173, 0.257, 0.465, 1.070, 0.919, -0.700, -0.064, -0.802, -0.228, 0.075, -0.421, 0.098, 0.205, -1.023, 1.014, -0.460, -0.661, 0.019, 0.528, 0.027, 0.363, -0.133, 0.313], "charge": -2, "orbital_gap_ha": 0.1048, "largest_force_ev_per_a": 13.9, "relative_energy_kcal_mol": 122.0, "e_lumo_ev": 3.77}

=====

2.
{"formula": "C3H8O", "method": "ωB97M-V/def2-TZVPD", "symbols": ["C", "C", "H", "H", "H", "H", "C", "O", "H", "H", "H", "H"], "xyz": [[-1.52517, 0.01560, 0.85355], [-2.14594, 1.02543, 1.46900], [-0.46735, 0.08942, 0.61531], [-1.98954, -0.93940, 0.63788], [-1.60875, 1.74047, 2.07230], [-3.22446, 1.11443, 1.37174], [1.69597, -0.31851, -1.44752], [1.73520, -1.06585, -0.22945], [0.64247, -0.42118, -1.73863], [2.18944, -0.85612, -2.26054], [2.04558, 0.71219, -1.38850], [2.65253, -1.09649, 0.04486]], "atomic_forces_ev_per_a": [[0.4689, 0.4212, 0.4130], [-0.2618, -0.8043, -0.5159], [0.1239, -0.3987, 0.7052], [-0.4085, 0.3871, -0.8025], [0.1092, 0.6321, -0.6264], [-0.0267, -0.2487, 0.8414], [-1.1360, -1.2835, -0.3931], [0.4444, 0.5202, -0.1851], [0.1400, 0.8065, 0.0377], [0.5329, 0.1259, 0.0922], [-0.1382, -0.0264, 0.1862], [0.1519, -0.1314, 0.2474]], "nbo_charge": [-0.383, -0.398, 0.199, 0.194, 0.195, 0.190, -0.262, -0.719, 0.187, 0.164, 0.171, 0.462], "charge": 0, "orbital_gap_ha": 0.3823, "largest_force_ev_per_a": 1.8, "relative_energy_kcal_mol": 42.9, "e_lumo_ev": 0.95}

=====

3.
{"formula": "C3H9NO2", "method": "ωB97M-V/def2-TZVPD", "symbols": ["C", "O", "C", "H", "H", "H", "H", "H", "H", "C", "N", "O", "H", "H", "H"], "xyz": [[1.48297, 0.70563, -1.65513], [0.99271, 0.55946, -0.36880], [2.17147, 2.07540, -1.83250], [0.54766, 0.64767, -2.25050], [2.19429, 0.02237, -2.26553], [1.52508, -0.06826, 0.04692], [1.56050, 3.01676, -1.55100], [2.61409, 2.33094, -2.88226], [2.92588, 1.90290, -1.01719], [-2.00011, -1.37654, 1.06601], [-1.09432, -0.33018, 1.17254], [-2.14597, -2.14558, 2.04256], [-2.56889, -1.61884, 0.12516], [-0.77195, -0.17360, 2.14295], [-1.06639, 0.51330, 0.58328]], "atomic_forces_ev_per_a": [[-1.0885, 1.4653, -4.5821], [0.0834, 0.5432, -0.2860], [0.2716, 1.2354, 0.3720], [0.5371, 0.1629, -0.2523], [-0.9464, -0.0064, 2.2001], [1.1040, -1.6107, 1.6153], [0.6506, -1.7786, -0.2429], [-0.5508, -0.9694, 1.9790], [0.1374, 1.1362, -1.0375], [0.3003, -1.2650, 2.5310], [-0.8791, 0.1860, 0.2295], [0.1175, 1.4837, -2.2126], [0.7763, 0.8616, 0.4677], [-0.3898, -0.3097, -0.9803], [-0.1238, -1.1343, 0.1991]], "nbo_charge": [-0.091, -0.712, -0.642, 0.157, 0.181, 0.476, 0.210, 0.218, 0.204, 0.501, -0.834, -0.621, 0.140, 0.400, 0.414], "charge": 0, "orbital_gap_ha": 0.3847, "largest_force_ev_per_a": 4.9, "relative_energy_kcal_mol": 51.3, "e_lumo_ev": 0.70}